{
  "formula": "C27H35BrI2NO4P",
  "method": "wB97M-V/def2-TZVPD",
  "elements": ["I", "I", "Br", "P", "O", "O", "O", "O", "N", "C", "C", "C", "C", "C", "C", "C", "C", "C", "C", "C", "C", "C", "C", "C", "C", "C", "C", "C", "C", "C", "C", "C", "C", "C", "C", "C", "H", "H", "H", "H", "H", "H", "H", "H", "H", "H", "H", "H", "H", "H", "H", "H", "H", "H", "H", "H", "H", "H", "H", "H", "H", "H", "H", "H", "H", "H", "H", "H", "H", "H", "H"],
  "xyz": [[2.993, 0.709, -1.328], [2.940, 0.064, 2.346], [-1.450, -2.716, -0.884], [-3.001, -1.199, -1.423], [-5.903, -2.975, -0.470], [-4.492, -3.071, 1.232], [-1.662, -0.074, 0.713], [-2.338, -0.389, -2.697], [1.388, -0.354, 1.058], [0.064, 5.005, 0.722], [-5.249, -0.940, 0.574], [2.095, -3.123, 0.792], [1.844, -0.790, -0.225], [0.794, 5.455, -4.176], [-0.991, 4.600, 1.528], [-0.688, 0.794, 0.154], [3.361, -6.321, 3.013], [-1.112, 7.033, 0.200], [-2.105, 5.415, 1.675], [-3.977, -0.271, 1.076], [-1.232, 4.164, -4.260], [4.433, -6.777, 3.766], [0.744, 3.237, -3.249], [2.682, -2.061, -0.131], [5.227, -7.811, 3.290], [1.436, 4.405, -3.534], [3.882, -7.927, 1.302], [-5.145, -2.425, 0.512], [4.952, -8.385, 2.057], [0.538, 0.850, 1.020], [3.083, -6.899, 1.781], [-0.591, 3.116, -3.615], [-2.912, 0.015, 0.024], [0.005, 6.222, 0.059], [-0.541, 5.335, -4.537], [-2.166, 6.631, 1.009], [-0.496, 0.495, -0.877], [-1.042, 6.155, -5.036], [1.661, -2.734, 1.701], [-1.162, 7.980, -0.322], [-3.054, 1.012, -0.393], [0.181, 0.994, 2.032], [1.105, 1.746, 0.765], [-1.371, -0.439, -2.687], [3.701, -1.830, 0.132], [2.478, 4.498, -3.253], [-3.036, 7.265, 1.120], [2.903, -3.781, 1.088], [-1.132, 2.202, -3.397], [-5.622, -0.528, -0.348], [2.746, -2.501, -1.117], [-6.025, -0.731, 1.306], [-0.944, 3.648, 2.044], [2.741, -5.515, 3.385], [5.573, -9.190, 1.684], [-4.274, 0.687, 1.481], [1.394, -3.748, 0.262], [-2.925, 5.103, 2.310], [6.060, -8.170, 3.881], [-1.092, 1.808, 0.129], [-5.356, -3.630, -0.925], [1.334, 6.367, -4.396], [2.244, -6.546, 1.194], [-3.568, -0.825, 1.907], [0.828, 6.537, -0.570], [1.016, -1.027, -0.865], [1.243, 2.421, -2.739], [0.934, 4.369, 0.610], [4.650, -6.326, 4.726], [-2.272, 4.069, -4.546], [3.669, -8.374, 0.339]],
  "multiplicity": 1,
  "orbital_gap_ev": 8.6869,
  "largest_force_ev_per_a": 3.1,
  "molar_mass_g_mol": 802.3
}

=====

{
  "formula": "C46H33ClF5NO2RuS",
  "method": "wB97M-V/def2-TZVPD",
  "elements": ["Ru", "Cl", "S", "F", "F", "F", "F", "F", "O", "O", "N", "C", "C", "C", "C", "C", "C", "C", "C", "C", "C", "C", "C", "C", "C", "C", "C", "C", "C", "C", "C", "C", "C", "C", "C", "C", "C", "C", "C", "C", "C", "C", "C", "C", "C", "C", "C", "C", "C", "C", "C", "C", "C", "C", "C", "C", "C", "H", "H", "H", "H", "H", "H", "H", "H", "H", "H", "H", "H", "H", "H", "H", "H", "H", "H", "H", "H", "H", "H", "H", "H", "H", "H", "H", "H", "H", "H", "H", "H", "H"],
  "xyz": [[-1.129, -0.135, 0.169], [6.373, -0.060, -4.473], [-2.071, -1.001, -1.946], [-3.325, -1.890, -4.414], [-4.286, -0.379, -6.448], [-4.001, 2.333, -6.393], [-1.654, 1.985, -2.308], [-2.638, 3.509, -4.330], [-1.138, -2.079, 0.294], [-1.033, 1.783, 0.179], [1.304, -0.092, 0.195], [0.035, 4.840, -0.815], [1.300, 2.424, 0.377], [4.024, 1.003, -3.683], [-3.674, 0.204, -5.411], [2.630, 0.028, -1.965], [2.248, 0.985, 2.147], [-2.530, -5.824, -0.387], [-3.522, 1.590, -5.389], [4.951, -0.010, -3.495], [1.226, -2.617, 0.128], [-0.191, -3.539, 4.888], [-0.495, 3.029, 4.970], [-0.540, -6.093, -1.680], [-2.558, 0.021, -3.253], [-0.325, 2.849, 2.206], [-2.361, 1.407, -3.290], [0.221, 3.942, 2.867], [0.234, -4.432, 2.700], [-3.193, -0.561, -4.361], [-0.677, -4.320, -0.069], [-2.837, 2.186, -4.333], [-0.222, -3.033, 0.618], [-2.487, 5.659, 0.002], [1.688, 1.079, 0.901], [0.220, -4.584, 4.076], [0.037, -5.009, -1.038], [-0.962, 1.860, 2.934], [-0.679, 4.070, 0.088], [-1.963, -4.741, 0.254], [-0.573, -2.189, 2.949], [2.875, 1.014, -2.914], [-1.759, 6.440, -0.881], [2.267, -1.398, 1.997], [0.131, 4.031, 4.244], [1.674, -1.343, 0.760], [2.562, -0.248, 2.725], [3.585, -0.964, -1.775], [-1.042, 1.942, 4.312], [1.286, 0.011, -1.284], [-0.511, 6.019, -1.301], [-1.823, -6.497, -1.368], [-0.217, 2.741, 0.684], [-1.949, 4.481, 0.480], [-0.580, -2.336, 4.323], [-0.178, -3.235, 2.130], [4.739, -0.990, -2.538], [-1.543, 1.162, 4.868], [4.193, 1.765, -4.428], [0.547, -5.248, 2.064], [-2.512, 3.860, 1.162], [-0.555, 3.097, 6.048], [2.510, -2.367, 2.407], [1.468, 2.529, -0.692], [-0.905, -1.258, 2.481], [0.702, -0.832, -1.682], [0.015, -6.618, -2.443], [0.519, -5.524, 4.516], [-0.900, -1.516, 4.948], [2.139, 1.788, -3.075], [-3.467, 5.975, 0.331], [-2.514, -4.192, 1.004], [0.057, 6.615, -2.000], [3.007, -0.304, 3.701], [1.899, -3.422, 0.421], [0.740, 0.919, -1.558], [0.549, 4.888, 4.752], [1.016, 4.550, -1.157], [5.467, -1.775, -2.409], [-0.212, -3.665, 5.961], [1.891, 3.186, 0.885], [1.176, -2.567, -0.957], [-2.167, 7.372, -1.244], [-2.273, -7.331, -1.886], [-3.531, -6.135, -0.128], [-1.429, 1.021, 2.401], [1.042, -4.727, -1.315], [0.710, 4.723, 2.303], [3.425, -1.726, -1.028], [2.446, 1.894, 2.693]],
  "multiplicity": 5,
  "orbital_gap_ev": [5.0840, 5.6275],
  "largest_force_ev_per_a": 2.2,
  "s2": 6.033,
  "molar_mass_g_mol": 895.4
}

=====

{
  "formula": "C62H145N11",
  "method": "wB97M-V/def2-TZVPD",
  "elements": ["N", "N", "N", "N", "N", "N", "N", "N", "N", "N", "N", "C", "C", "C", "C", "C", "C", "C", "C", "C", "C", "C", "C", "C", "C", "C", "C", "C", "C", "C", "C", "C", "C", "C", "C", "C", "C", "C", "C", "C", "C", "C", "C", "C", "C", "C", "C", "C", "C", "C", "C", "C", "C", "C", "C", "C", "C", "C", "C", "C", "C", "C", "C", "C", "C", "C", "C", "C", "C", "C", "C", "C", "C", "H", "H", "H", "H", "H", "H", "H", "H", "H", "H", "H", "H", "H", "H", "H", "H", "H", "H", "H", "H", "H", "H", "H", "H", "H", "H", "H", "H", "H", "H", "H", "H", "H", "H", "H", "H", "H", "H", "H", "H", "H", "H", "H", "H", "H", "H", "H", "H", "H", "H", "H", "H", "H", "H", "H", "H", "H", "H", "H", "H", "H", "H", "H", "H", "H", "H", "H", "H", "H", "H", "H", "H", "H", "H", "H", "H", "H", "H", "H", "H", "H", "H", "H", "H", "H", "H", "H", "H", "H", "H", "H", "H", "H", "H", "H", "H", "H", "H", "H", "H", "H", "H", "H", "H", "H", "H", "H", "H", "H", "H", "H", "H", "H", "H", "H", "H", "H", "H", "H", "H", "H", "H", "H", "H", "H", "H", "H", "H", "H", "H", "H", "H", "H", "H", "H", "H", "H", "H", "H", "H", "H", "H", "H", "H", "H"],
  "xyz": [[-3.015, 3.537, 3.951], [-3.804, -2.216, 7.053], [1.383, 5.341, -2.415], [-1.934, 2.067, -7.118], [3.655, -0.425, -2.703], [2.070, -3.091, 3.532], [1.283, -5.443, 1.914], [-1.644, -3.316, -5.714], [3.689, 2.636, 2.219], [-3.064, -1.340, 1.073], [-0.382, -0.141, 0.698], [3.790, 1.854, 3.518], [-2.692, 3.142, 5.349], [3.984, -2.876, -3.294], [4.882, 1.562, -3.781], [1.451, 2.853, -2.643], [-0.853, -4.824, 2.867], [4.057, -1.168, -0.377], [3.162, -6.392, 3.337], [4.591, -0.430, -1.613], [-6.236, -2.382, 7.719], [0.250, -5.812, 2.890], [-4.506, -3.010, 1.134], [1.696, -4.349, -0.279], [-4.276, -0.746, 1.104], [-1.778, 4.014, 3.277], [-5.138, 2.241, 3.476], [1.594, -3.155, 4.838], [-1.817, -3.494, -4.264], [-3.733, -4.500, -6.659], [-2.545, 1.829, -8.472], [4.309, 0.101, -3.911], [4.003, 4.041, 2.478], [1.776, 6.452, -1.450], [1.727, 5.651, -3.792], [-3.854, -1.095, 6.095], [-5.058, -2.961, 6.969], [-2.956, 2.326, -6.103], [-0.720, 1.329, 0.788], [-0.102, -2.265, -7.416], [-3.843, -1.510, 4.581], [2.417, -6.375, 1.984], [-2.955, -3.168, -6.456], [-0.908, 3.121, -7.218], [-5.197, -1.754, 1.099], [-2.686, 1.693, -4.743], [-2.039, 4.925, 2.088], [0.203, -0.583, -0.611], [-0.526, -3.909, -3.554], [0.499, -0.571, 1.717], [3.327, -1.735, 4.828], [3.023, -1.694, -3.058], [-1.289, -2.404, 7.143], [0.388, 2.313, 0.449], [3.765, 4.933, 1.272], [0.946, 6.639, -0.201], [-0.068, -0.431, 3.116], [-3.636, 2.411, 3.215], [3.179, -2.272, 3.542], [0.888, 6.675, -4.546], [2.525, 2.010, 4.328], [0.822, -5.307, 0.511], [2.267, -2.278, 5.633], [-1.572, 2.087, 5.515], [-2.661, -3.108, 6.897], [4.364, 1.971, 1.135], [-2.937, 0.394, -8.684], [5.905, 1.763, 1.230], [-0.856, -2.069, -6.066], [-0.095, 3.255, -5.888], [-0.514, -0.060, -1.898], [-3.177, -2.708, 1.134], [1.874, 4.079, -1.931], [-1.532, -0.460, -2.030], [4.793, -1.133, 0.407], [-3.581, 0.252, -9.560], [-3.842, 1.908, -6.585], [1.755, 2.943, -3.699], [-1.359, 4.108, -7.457], [0.515, -1.392, -7.684], [2.083, 3.021, 4.128], [-3.522, 2.506, 2.143], [-6.958, -3.144, 7.945], [6.123, 1.087, 2.084], [-1.347, -4.776, 3.825], [1.334, 7.506, 0.381], [1.717, 4.074, -0.845], [-1.026, -0.876, 3.002], [-5.293, -3.043, 5.883], [2.477, -1.536, -4.029], [-1.828, 2.168, -4.302], [-3.596, 2.883, 5.948], [0.906, 5.696, 0.345], [-1.602, -5.044, 2.166], [3.865, 1.002, 1.024], [-0.007, -1.890, -5.369], [4.403, 4.671, 0.370], [4.113, -1.020, 5.090], [-1.153, -1.639, 6.321], [-6.234, -1.613, 1.296], [4.650, 2.112, 4.100], [2.177, -7.444, 1.741], [-0.606, 2.571, 5.257], [4.651, -3.021, -2.431], [-5.586, 1.517, 2.772], [-1.191, 4.470, 4.035], [-6.696, -1.524, 7.264], [-2.503, -4.351, -4.091], [-3.457, -2.378, -5.898], [-5.600, 3.203, 3.409], [3.342, 4.443, 3.274], [2.786, 6.033, -3.772], [-0.056, -0.576, -2.722], [-0.062, 3.297, 0.283], [0.727, -6.292, 0.049], [-3.975, -4.935, -5.659], [6.207, 1.296, 0.286], [3.102, -6.034, 1.168], [-0.211, -4.850, -3.923], [-2.162, -2.545, -3.780], [3.984, 5.974, 1.448], [1.732, -3.337, 0.095], [0.258, -3.170, -3.709], [-0.061, -6.807, 2.723], [-0.454, -3.090, 6.943], [-1.137, 1.473, 1.799], [6.453, 2.660, 1.448], [-3.178, -5.201, -7.270], [4.659, -2.723, -4.154], [5.416, 1.891, -4.696], [-4.800, -3.997, 7.389], [-1.684, 1.123, 4.978], [-0.492, 0.991, -1.988], [4.177, 2.541, 0.240], [2.838, 6.339, -1.188], [4.125, -6.939, 3.179], [2.251, -1.863, -2.324], [-4.326, 0.350, 0.976], [2.727, -4.676, -0.291], [1.879, 1.222, 3.986], [-2.111, -0.287, -8.790], [1.424, -4.302, -1.317], [3.823, -2.198, -0.699], [-0.622, 3.731, -5.060], [-2.202, -0.824, 0.764], [-2.287, -3.296, 1.019], [-2.649, -2.790, -7.503], [-2.300, 4.414, 1.167], [-0.210, 2.928, -8.073], [-1.130, 3.179, 3.023], [1.714, 7.385, -1.984], [3.083, -0.768, 0.010], [-3.419, 2.508, -8.623], [-2.577, -3.678, 5.923], [0.499, -3.174, -7.354], [-2.982, -0.491, 6.369], [-4.796, -1.948, 4.224], [-4.748, -0.456, 6.281], [1.086, 2.425, 1.279], [-1.164, 5.537, 1.864], [2.616, -6.900, 4.135], [1.800, -3.718, 2.810], [5.602, -0.906, -1.847], [0.018, 6.234, -4.983], [2.722, 4.877, 0.981], [3.783, -2.137, 2.642], [1.516, 7.046, -5.355], [4.059, 2.264, -3.490], [0.412, 2.853, -2.585], [1.243, -0.246, -0.688], [-4.661, -4.309, -7.154], [-1.863, 2.164, -9.254], [0.968, 2.112, -0.355], [3.591, 0.052, -4.718], [2.692, 1.895, 5.372], [-3.501, 1.813, -4.033], [2.990, 4.152, -2.022], [0.622, -3.606, 5.049], [0.739, 3.916, -6.116], [-3.554, -0.675, 3.994], [0.536, -1.049, 3.821], [-0.083, 6.938, -0.374], [5.143, -0.524, -4.275], [0.106, -1.650, -0.601], [1.918, 1.918, -2.268], [-3.030, -2.154, 4.263], [0.720, -5.813, 3.885], [-5.786, -1.922, 8.619], [-0.252, -5.068, 0.512], [-1.623, 1.386, 0.186], [-3.088, 3.457, -6.003], [1.484, -0.131, 1.570], [5.612, 1.645, -2.959], [2.050, -2.177, 6.689], [-2.353, 4.063, 5.872], [-5.352, 1.957, 4.511], [3.914, 0.812, 3.201], [-2.492, 0.636, -4.830], [-1.506, 1.904, 6.591], [4.827, 0.566, -1.266], [3.358, -3.784, -3.384], [-2.796, 5.703, 2.282], [-3.445, 0.013, -7.802], [-0.782, -3.999, -2.483], [0.735, -1.649, 1.557], [-4.875, -4.004, 1.310], [-2.793, -3.808, 7.750], [-1.508, -1.163, -6.100], [1.762, 4.699, -4.348], [3.389, -5.366, 3.731], [0.322, 2.305, -5.611], [-0.540, -3.789, 2.714], [-3.207, 1.437, 3.442], [-0.075, 0.581, 3.443], [0.628, 7.528, -3.903], [-1.205, -1.977, 8.101], [-0.767, -2.288, -8.259], [5.035, 4.104, 2.935]],
  "multiplicity": 1,
  "orbital_gap_ev": 8.7140,
  "largest_force_ev_per_a": 3.7,
  "smiles": "c1cc[nH]c1.c1cc[nH]c1.CCN(CC)CC.CCN(CC)CC.CCN(CC)CC.CCN(CC)CC.CCN(CC)CC.CCN(CC)CC.CCN(CC)CC.CCN(CC)CC.CCN(CC)CC",
  "molar_mass_g_mol": 1044.9
}

=====

{
  "formula": "C6H13N",
  "method": "wB97M-V/def2-TZVPD",
  "elements": ["N", "C", "C", "C", "C", "C", "C", "H", "H", "H", "H", "H", "H", "H", "H", "H", "H", "H", "H", "H"],
  "xyz": [[-1.935, -2.179, 1.349], [-2.283, -0.414, -0.400], [1.879, -0.390, 0.777], [0.205, 1.249, -0.313], [0.802, 0.880, -1.664], [0.589, 0.414, 0.860], [-1.869, -1.212, 0.591], [2.734, 0.269, 0.618], [1.885, 1.004, -1.682], [-3.176, 0.178, -0.263], [1.846, -1.106, -0.042], [0.381, 1.511, -2.445], [-0.977, 0.972, -0.426], [-0.287, -0.367, 0.954], [2.044, -0.947, 1.699], [0.355, 2.307, -0.108], [-1.204, -2.291, 2.045], [0.563, -0.154, -1.914], [0.547, 0.994, 1.784], [-2.098, -0.717, -1.420]],
  "multiplicity": 1,
  "orbital_gap_ev": 9.5208,
  "largest_force_ev_per_a": 2.8,
  "smiles": "C=C=N.CCCC",
  "molar_mass_g_mol": 99.2
}

=====

{
  "formula": "C31H38FN2O3S2Sc",
  "method": "wB97M-V/def2-TZVPD",
  "elements": ["Sc", "S", "S", "F", "O", "O", "O", "N", "N", "C", "C", "C", "C", "C", "C", "C", "C", "C", "C", "C", "C", "C", "C", "C", "C", "C", "C", "C", "C", "C", "C", "C", "C", "C", "C", "C", "C", "C", "C", "C", "H", "H", "H", "H", "H", "H", "H", "H", "H", "H", "H", "H", "H", "H", "H", "H", "H", "H", "H", "H", "H", "H", "H", "H", "H", "H", "H", "H", "H", "H", "H", "H", "H", "H", "H", "H", "H", "H"],
  "xyz": [[0.339, -0.003, -0.849], [-0.673, 0.542, -3.484], [0.795, -0.879, -3.898], [-0.709, 6.229, 0.847], [1.771, -0.197, -4.715], [0.180, -2.051, -4.479], [1.287, -1.145, -2.514], [-0.092, -1.327, 0.785], [2.230, -0.102, 0.216], [-1.308, -1.941, 1.100], [3.603, -1.864, 1.388], [4.555, 2.722, -0.179], [1.101, -1.909, 1.268], [-3.098, -0.176, -2.301], [-1.687, -3.160, 0.508], [3.670, 1.700, -0.483], [-0.792, -3.801, -0.513], [1.076, -3.104, 2.189], [4.887, 3.036, 1.133], [-1.804, 0.019, 2.589], [0.099, 4.056, 1.340], [-0.028, 2.266, -0.359], [-3.406, -1.902, 2.303], [-3.418, 1.288, -1.997], [-0.851, 4.548, -0.815], [3.375, 1.296, 1.893], [-3.769, -3.118, 1.740], [-0.488, 4.931, 0.456], [4.275, 2.326, 2.153], [-3.662, -0.533, -3.685], [-1.586, -0.454, -2.184], [2.630, 0.693, 3.057], [-0.614, 3.228, -1.198], [-3.803, -1.055, -1.269], [-2.907, -3.735, 0.846], [0.317, 2.745, 0.916], [2.265, -1.280, 1.002], [-2.189, -1.306, 1.994], [3.091, 0.924, 0.554], [3.315, 1.408, -1.912], [-4.502, 1.457, -1.990], [-4.077, -1.403, 2.995], [-4.723, -3.572, 1.984], [0.388, 4.392, 2.329], [-0.891, 2.958, -2.212], [-4.753, -0.425, -3.698], [4.994, 3.285, -0.997], [4.408, -1.203, 1.066], [1.596, 0.469, 2.786], [-2.984, 1.947, -2.754], [-3.482, -0.816, -0.254], [2.289, 1.717, -2.140], [-1.284, -4.659, -0.975], [-1.701, 0.782, 1.813], [-3.413, -1.564, -3.945], [1.876, -3.809, 1.946], [0.151, -4.134, -0.075], [-3.584, -2.111, -1.441], [3.064, -0.246, 3.409], [0.133, -3.648, 2.146], [-3.195, -4.670, 0.374], [5.580, 3.840, 1.354], [-3.007, 1.581, -1.031], [-0.522, -3.087, -1.295], [-1.447, -1.484, -2.539], [0.788, 2.075, 1.623], [-0.831, -0.037, 3.082], [-2.554, 0.354, 3.309], [-3.245, 0.112, -4.460], [4.464, 2.596, 3.188], [-4.889, -0.919, -1.334], [3.718, -2.019, 2.467], [3.375, 0.343, -2.134], [-1.304, 5.267, -1.488], [1.222, -2.802, 3.234], [3.767, -2.836, 0.910], [2.625, 1.395, 3.895], [3.969, 1.958, -2.591]],
  "multiplicity": 1,
  "orbital_gap_ev": 5.3283,
  "largest_force_ev_per_a": 0.2,
  "molar_mass_g_mol": 614.7,
  "charge": -2
}